Here is a structure of composition C33H81Br2N5PS in a non-equilibrium geometry from OMol25. Energies are from wB97M-V/def2-TZVPD.

HOMO energy ... -4.7 eV
E_tot ... -203194.9594 eV
Charge ... -1
2S+1 ... 1
Kohn-Sham gap ... 6.7 eV

```
123
Properties=species:S:1:pos:R:3:forces:R:3
C 0.507112 2.054685 8.069666 0.14 -0.23 -0.50
C 0.157311 1.834818 6.589946 0.38 -0.05 0.42
C -1.135578 1.065706 6.379762 -0.34 0.51 -0.41
C -1.311223 0.521464 4.956551 0.45 -0.19 0.49
C -0.346420 -0.645719 4.635322 -0.62 0.10 0.07
C 0.154698 -0.697294 3.175921 -0.01 0.21 0.55
P 2.010621 -0.422098 2.762042 0.01 0.76 -0.11
S 1.753825 1.803464 3.143159 0.06 0.29 0.45
Br 2.221017 -2.802585 2.236961 -0.61 -0.86 0.02
N 2.570480 -0.655796 4.444342 0.45 -0.17 -0.61
C 2.569587 -1.894364 5.176597 -0.01 0.23 1.26
C 2.738580 -1.606035 6.693191 0.12 -0.33 -0.29
N 1.669641 -0.164379 0.990326 -0.29 -0.29 0.17
C 0.407534 -0.518903 0.365707 -0.28 0.07 -0.69
C 0.544137 -0.505862 -1.173382 0.09 0.49 0.25
C -0.615327 0.218842 -1.860616 0.30 -0.07 0.37
C -0.564668 1.727671 -1.650158 -0.32 -0.05 0.07
C 3.893562 0.016147 2.274723 -0.09 -0.23 0.35
Br 5.068547 -1.591890 2.157918 0.52 0.37 -0.11
C 4.633733 1.017566 3.174678 0.73 0.49 -0.37
C 4.962525 2.360849 2.479326 -0.37 0.03 0.52
H 1.581403 2.198693 8.170507 0.07 0.21 0.11
H -0.004490 2.915278 8.491782 -0.14 0.01 0.17
H 0.264941 1.155099 8.632906 -0.11 0.01 0.21
H 0.997378 1.319168 6.126708 -0.07 -0.15 -0.11
H 0.107080 2.796433 6.080914 -0.03 0.04 -0.14
H -1.957185 1.771200 6.546363 -0.13 -0.08 0.24
H -1.248477 0.271011 7.118739 0.10 -0.17 0.04
H -1.152615 1.351715 4.269886 -0.09 0.02 -0.19
H -2.337106 0.161133 4.885181 -0.16 0.15 -0.34
H 0.414224 -0.650781 5.408918 0.31 -0.03 -0.23
H -0.936560 -1.550064 4.798769 0.14 -0.20 0.14
H -0.372422 0.113611 2.682134 -0.03 -0.08 -0.33
H -0.172615 -1.641786 2.758892 0.09 -0.02 -0.25
H 0.849212 2.045541 2.195565 -0.08 -0.16 -0.15
H 2.387831 0.137333 5.031447 -0.21 0.10 0.05
H 3.395202 -2.539209 4.891044 -0.04 -0.09 -0.41
H 1.631696 -2.448290 5.087873 0.02 -0.24 -0.34
H 1.792117 -1.683071 7.224622 -0.13 0.29 0.06
H 3.196794 -0.633723 6.863163 -0.03 0.15 0.05
H 3.401888 -2.343920 7.145089 0.03 -0.07 0.03
H 2.358069 -0.731102 0.511111 0.26 0.02 0.05
H -0.361657 0.212716 0.614499 -0.01 0.10 0.23
H 0.007578 -1.498521 0.644494 0.09 -0.10 0.21
H 0.642963 -1.520428 -1.553848 0.07 -0.11 -0.06
H 1.458147 0.048310 -1.399053 0.16 -0.13 -0.16
H -0.598465 0.008935 -2.929300 -0.16 -0.14 -0.10
H -1.536135 -0.170689 -1.421377 -0.25 -0.07 -0.32
H -0.781125 1.990304 -0.616209 0.11 0.02 0.13
H -1.325788 2.219683 -2.255941 0.01 0.11 -0.10
H 0.410386 2.139198 -1.900072 0.11 0.03 -0.09
H 3.936857 0.408680 1.265712 -0.20 -0.12 -0.12
H 5.591627 0.581256 3.443530 -0.01 -0.17 0.17
H 4.139203 1.243512 4.110535 -0.27 -0.25 0.07
H 4.866473 2.302871 1.398488 0.16 -0.01 -0.16
H 4.270047 3.126786 2.821910 -0.12 0.07 -0.16
H 5.958827 2.705269 2.755859 0.18 -0.05 -0.15
C -1.473573 -3.165304 -5.115599 0.03 -0.02 -0.02
C -2.151725 -3.814342 -3.919127 0.01 -0.04 -0.11
N -2.854469 -2.869100 -3.073549 -0.11 -0.05 0.04
C -3.287102 -3.440558 -1.810385 0.11 -0.01 0.19
C -4.344232 -4.553918 -1.835532 -0.04 0.05 0.07
C -3.817546 -2.017488 -3.743230 -0.01 0.18 -0.14
C -4.983815 -2.686943 -4.488264 -0.07 0.12 0.04
H -0.771874 -2.395231 -4.793269 -0.03 0.04 0.02
H -0.919568 -3.920084 -5.675381 0.02 0.00 0.01
H -2.190437 -2.714816 -5.803137 -0.01 0.00 -0.01
H -1.382109 -4.288316 -3.304705 -0.04 -0.02 0.06
H -2.801492 -4.629735 -4.280741 0.01 0.01 -0.01
H -3.643754 -2.625346 -1.175309 -0.02 0.03 -0.04
H -2.394132 -3.827811 -1.311622 0.03 -0.01 -0.05
H -5.345077 -4.166281 -2.023388 0.00 -0.01 -0.07
H -4.370710 -5.048857 -0.862837 0.01 0.00 0.00
H -4.123225 -5.315923 -2.583565 0.02 0.00 -0.02
H -3.275205 -1.389958 -4.454194 0.05 -0.04 -0.01
H -4.215211 -1.317545 -3.003938 -0.01 -0.06 0.07
H -4.662321 -3.559493 -5.058713 0.03 0.00 0.01
H -5.421691 -1.977346 -5.195509 0.00 -0.01 -0.01
H -5.778621 -2.994192 -3.809404 0.02 -0.09 -0.01
C 8.131501 0.565484 1.635694 0.06 0.03 0.02
C 9.342084 1.423297 1.305338 -0.08 -0.02 0.11
N 9.419231 1.795352 -0.098163 0.04 0.06 0.00
C 10.677671 2.417449 -0.457118 0.14 -0.04 -0.06
C 11.028572 3.777126 0.165651 0.06 0.03 -0.09
C 8.224019 2.418757 -0.641937 -0.20 -0.01 -0.08
C 7.725123 3.717929 0.008095 0.01 0.03 -0.11
H 8.113101 -0.349148 1.044217 -0.01 0.01 -0.05
H 8.153832 0.283326 2.688721 -0.01 -0.02 0.00
H 7.195120 1.096030 1.470705 -0.02 -0.04 0.02
H 10.248468 0.857754 1.542293 0.05 0.04 -0.04
H 9.344941 2.300317 1.974490 -0.01 -0.01 -0.01
H 10.712540 2.508735 -1.547046 -0.05 0.02 -0.01
H 11.471376 1.709546 -0.196331 -0.03 -0.02 0.06
H 10.471866 4.592853 -0.293478 -0.06 0.00 0.05
H 12.089993 3.986124 0.010903 0.00 -0.01 0.00
H 10.844578 3.795826 1.239713 -0.02 -0.02 0.01
H 7.416636 1.685971 -0.598908 0.02 -0.03 0.06
H 8.392565 2.588773 -1.709058 0.09 0.03 0.01
H 7.772494 3.673060 1.096469 -0.02 -0.03 0.01
H 6.681358 3.885796 -0.263141 -0.01 -0.02 0.01
H 8.289170 4.588859 -0.325720 0.05 0.00 0.07
C -11.336569 0.857309 -6.066880 -0.03 0.03 0.01
C -10.251244 0.841745 -5.001759 0.01 0.10 -0.07
N -9.577516 -0.437628 -4.880767 0.03 -0.02 0.01
C -8.716747 -0.521265 -3.713149 0.00 -0.04 0.20
C -7.492409 0.399680 -3.642304 0.08 -0.10 0.05
C -9.020611 -0.973569 -6.111025 -0.01 -0.07 -0.18
C -7.973015 -0.134371 -6.858345 0.02 -0.09 -0.02
H -12.085147 0.088293 -5.872189 0.03 -0.04 -0.01
H -11.835041 1.827523 -6.066139 -0.01 0.00 0.02
H -10.934520 0.702362 -7.068258 0.01 0.00 -0.01
H -10.714921 1.056574 -4.035268 0.06 -0.01 0.04
H -9.554570 1.673156 -5.197841 -0.02 0.00 -0.01
H -8.385846 -1.558600 -3.612009 0.01 -0.01 -0.06
H -9.342459 -0.328119 -2.836162 -0.05 0.05 -0.04
H -6.688109 0.053657 -4.290020 0.00 0.05 -0.04
H -7.099995 0.405067 -2.623577 -0.01 -0.01 0.01
H -7.728421 1.431260 -3.903856 -0.04 0.00 -0.02
H -9.848299 -1.174229 -6.794886 -0.04 0.05 0.02
H -8.600465 -1.956679 -5.884915 0.04 0.02 0.08
H -8.243498 0.921874 -6.892185 -0.02 0.00 0.01
H -7.890329 -0.484237 -7.889410 -0.01 0.00 0.00
H -6.983617 -0.218863 -6.411870 -0.01 0.08 0.04
```
Forces are in eV/Å.

***

Here is a cluster of 9 separate species, C33H81N15O9 in total in a non-equilibrium geometry from OMol25. Energies are from wB97M-V/def2-TZVPD.

HOMO energy (spin up / spin down) ... -0.2 / -6.2 eV
E_tot ... -76312.0657 eV
Charge ... -1
2S+1 ... 2
Kohn-Sham gap (spin up / spin down) ... 2.1 / 8.1 eV

```
138
Properties=species:S:1:pos:R:3:forces:R:3
C 0.529172 0.425870 -0.121831 -0.28 0.08 -0.15
O -0.176958 0.014690 -1.022611 -1.10 -1.39 -1.85
N 1.675452 -0.100000 0.235139 3.07 -2.81 -0.13
N 0.241932 1.447590 0.589939 -1.71 3.46 1.58
H 2.214842 0.194130 1.036789 -0.34 0.03 -0.03
H 1.788952 -1.057820 -0.064521 0.36 0.52 0.17
H 0.866582 1.782060 1.309689 -0.35 0.43 0.31
H -0.619388 1.933310 0.384259 0.17 0.36 0.29
C -1.489788 4.842810 0.477319 0.83 -0.37 -0.18
O -1.913688 3.713050 0.339239 -1.26 -2.94 0.18
N -1.847608 5.770220 -0.383291 -0.02 2.43 -1.00
N -0.634058 5.150840 1.438829 0.34 1.20 0.17
H -1.223188 6.555070 -0.502511 -0.43 0.08 -0.08
H -2.484088 5.549020 -1.135661 -0.16 -0.18 -0.16
H -0.237878 4.415790 2.007019 0.43 -0.02 0.01
H -0.161648 6.022830 1.247629 0.47 -0.20 0.95
C -4.722508 2.652580 1.829209 -4.31 0.70 4.40
O -5.706778 2.193680 2.456569 0.85 0.30 -0.49
N -4.068648 3.735180 2.244159 1.47 1.53 0.66
N -4.361568 2.181820 0.705789 1.71 -2.78 -4.86
H -3.243558 3.960340 1.706929 -0.20 0.36 0.24
H -4.533758 4.450430 2.784709 0.13 -0.57 0.01
H -3.543528 2.493810 0.202239 -0.33 0.08 0.29
H -4.881008 1.401230 0.330329 0.12 0.18 0.26
C 1.876342 3.457630 3.697149 -1.13 0.63 0.22
O 1.312802 3.004140 2.712949 -0.47 -1.08 -1.27
N 1.385312 3.484540 4.935679 -1.94 -1.71 1.47
N 2.958102 4.163700 3.733709 3.46 1.54 -1.36
H 1.547602 4.335560 5.454839 -0.35 -0.30 0.55
H 0.721852 2.756150 5.157879 -0.27 0.63 0.41
H 3.446382 4.456880 2.899609 0.01 -0.01 0.14
H 3.319602 4.347370 4.658739 0.59 0.28 -0.33
C -3.059028 -1.900630 -2.136651 -3.60 -0.90 -1.95
O -4.179218 -2.304070 -2.482181 0.33 -0.36 0.46
N -1.937478 -2.344460 -2.635871 2.78 -2.01 -1.48
N -2.851878 -0.882660 -1.372891 -0.13 3.69 3.03
H -1.088638 -1.848190 -2.405031 0.20 -0.48 -0.27
H -1.978908 -3.126380 -3.273821 0.25 0.36 0.17
H -1.913428 -0.532950 -1.242021 0.14 0.23 0.43
H -3.610248 -0.380500 -0.933801 0.09 -0.37 -0.23
C -3.790958 3.531170 -2.771831 -0.58 4.52 0.14
O -3.992548 4.723210 -2.588411 -0.11 1.82 1.21
N -4.261198 2.932270 -3.751221 -4.21 -3.28 -7.60
N -3.071658 2.775770 -2.090651 5.04 -2.87 6.13
H -4.003898 1.976360 -3.951541 -0.50 0.29 -0.15
H -4.910938 3.437200 -4.336881 0.26 -0.38 -0.13
H -2.717238 3.257180 -1.276571 0.85 -0.42 0.29
H -2.677588 1.874700 -2.320641 -0.31 0.25 -0.13
C 2.631212 5.265440 -3.255101 -0.43 -0.36 1.29
C 1.817062 4.015730 -2.776291 -1.32 -0.09 -1.83
C 1.041332 3.452790 -4.031221 -0.48 -1.42 0.97
C 1.933832 2.752060 -5.013451 0.31 0.89 -1.25
C 2.771442 1.631690 -4.430881 0.76 1.81 1.04
C 3.606042 2.165770 -3.146601 -0.38 -2.28 -0.55
N 2.595442 2.878860 -2.212701 -0.15 -0.85 -4.27
O 3.096222 3.153060 -0.985871 0.94 0.12 1.49
C 4.141352 0.824070 -2.529651 -0.93 0.06 1.29
C 4.950812 2.856170 -3.471711 -0.92 1.30 -0.06
C 0.677602 4.375970 -1.798881 0.67 -0.86 0.42
H 2.061402 6.131050 -3.592931 -0.73 -0.32 -0.02
H 3.313942 5.052420 -4.077661 0.32 -0.09 0.56
H 3.045122 5.604190 -2.305351 1.07 0.21 -0.34
H 0.338352 2.682950 -3.713001 -0.06 -0.22 0.73
H 0.336872 4.152920 -4.480291 0.60 0.66 -0.13
H 2.512682 3.559660 -5.461571 0.92 -0.13 0.00
H 1.426762 2.394860 -5.909771 -0.62 -0.23 0.16
H 3.451262 1.273080 -5.203761 0.31 -0.01 0.15
H 2.137212 0.787670 -4.159811 -0.04 0.09 0.37
H 4.781342 1.028550 -1.671331 0.23 0.07 -0.02
H 3.374042 0.154470 -2.141081 -0.55 0.28 0.07
H 4.680282 0.166020 -3.211281 0.19 0.60 -0.45
H 4.822762 3.677740 -4.176511 0.15 -0.08 -0.23
H 5.323992 3.325760 -2.561591 0.04 -0.10 0.17
H 5.718092 2.171350 -3.832831 -0.27 -0.09 -0.07
H 0.212032 3.442720 -1.482021 -0.34 -0.28 -0.55
H -0.066658 4.999290 -2.294511 0.17 0.15 0.24
H 0.984002 4.701350 -0.804721 0.39 0.89 -0.29
H 2.736182 2.382710 -0.540301 0.20 0.14 1.05
C -2.252568 -2.926720 1.649769 -0.89 1.79 0.55
C -2.575228 -2.990190 3.182879 1.26 -1.69 -0.21
C -1.217028 -3.325110 3.900479 -0.32 2.48 -0.75
C -0.434718 -2.018730 4.026229 -0.99 -0.21 2.10
C -1.306598 -0.945290 4.858059 1.37 -1.04 -0.94
C -2.580158 -0.550740 4.127169 -1.99 0.11 -1.03
N -3.309658 -1.818420 3.778229 0.90 -1.95 1.25
O -4.639608 -1.706790 3.253219 1.77 0.20 0.08
C -3.604588 0.333930 4.984669 0.82 -1.54 -0.07
C -2.210788 0.238040 2.911139 0.64 1.87 -0.57
C -3.291898 -4.324980 3.381219 -1.59 -0.09 -0.18
H -1.750468 -1.995220 1.388449 1.04 -0.29 0.21
H -3.154978 -2.665800 1.096879 -0.53 -0.98 -0.24
H -1.748368 -3.819500 1.279859 -0.29 0.25 0.00
H -1.403418 -3.776080 4.875149 0.02 0.19 0.12
H -0.576108 -3.996250 3.328729 -0.52 -0.39 -0.31
H -0.081958 -1.582610 3.091639 -0.30 -0.12 -0.13
H 0.452652 -2.342540 4.570119 0.33 0.77 0.32
H -0.582418 -0.131210 4.888609 -0.56 0.57 0.46
H -1.567698 -1.280470 5.861849 0.31 -0.25 0.02
H -3.109638 1.205420 5.413189 0.10 -0.18 0.16
H -4.526408 0.665860 4.507009 0.42 -0.03 -0.78
H -3.968558 -0.382210 5.721409 0.18 0.30 0.62
H -1.513118 -0.177740 2.184169 -0.34 -0.47 0.00
H -3.050328 0.735500 2.425529 -0.23 -0.56 -0.23
H -1.646958 1.101770 3.263509 0.15 0.31 0.18
H -4.208168 -4.314950 2.790909 -0.28 -0.23 0.19
H -3.521368 -4.585060 4.414559 -0.23 0.58 0.19
H -2.730258 -5.202770 3.061589 0.48 0.34 -0.47
H -4.426828 -1.500790 2.340049 -0.71 0.33 -0.62
C 1.528422 -6.895420 -0.029071 0.25 -0.45 1.25
C 1.016902 -5.737960 -0.856631 0.45 0.90 0.05
C 0.475982 -4.652340 0.149409 -0.64 -0.40 -0.71
C 1.437572 -3.734360 0.800099 2.04 1.22 -0.73
C 2.456272 -3.207410 -0.233411 0.37 -0.04 0.61
C 3.151102 -4.270950 -1.090341 1.24 -0.98 0.27
N 2.115852 -5.153830 -1.685101 -1.65 1.90 0.30
O 2.513842 -6.012350 -2.710981 1.00 -0.70 0.46
C 3.953672 -3.570940 -2.188811 -0.31 -0.39 -1.08
C 4.237882 -5.073310 -0.197471 -0.73 -0.01 -0.13
C -0.195368 -6.110660 -1.768431 0.59 -0.87 0.09
H 2.274292 -7.569540 -0.450201 -0.68 -0.29 -0.75
H 2.094012 -6.570150 0.844089 0.00 0.72 0.08
H 0.676982 -7.371310 0.457409 0.01 -0.67 -0.38
H -0.245548 -4.066050 -0.419591 -0.12 0.12 0.12
H -0.025448 -5.084880 1.015189 -0.55 -0.73 -0.50
H 0.946682 -2.834230 1.170109 -0.37 -0.21 0.34
H 1.962172 -4.188030 1.640979 0.01 -0.12 0.04
H 3.257982 -2.630330 0.227399 0.30 -0.27 0.55
H 2.005242 -2.397570 -0.806851 -0.41 -0.85 -1.01
H 3.308832 -3.035900 -2.885951 -0.35 -0.14 -0.06
H 4.462162 -4.350430 -2.756201 0.11 0.09 -0.15
H 4.700272 -2.823320 -1.920941 -0.04 -0.24 0.82
H 4.515652 -6.073650 -0.529561 -0.63 -0.13 -0.66
H 3.839832 -5.240160 0.803439 0.18 0.27 0.15
H 5.227812 -4.619520 -0.150461 -0.27 0.73 0.17
H 0.063422 -6.708790 -2.642141 0.52 0.11 -0.11
H -0.830138 -6.824020 -1.242801 -0.29 0.37 0.37
H -0.786058 -5.270800 -2.134241 0.16 0.16 0.33
H 1.954502 -5.825050 -3.468381 -0.10 0.39 0.02
```
Forces are in eV/Å.